DFT (wB97M-V/def2-TZVPD) results for 4 unconnected molecules or ions with the total composition C19H34FN2O7 at a distorted geometry.

Geometry (Å):
C -0.238 2.919 4.646
C -0.682 2.577 3.227
F -0.902 3.766 2.540
C 0.246 1.650 2.437
C -0.082 0.167 2.859
N 0.952 -0.558 3.575
C -0.056 1.747 0.924
O 0.413 2.917 0.307
C 1.800 3.065 0.480
C 2.146 3.195 1.950
N 1.690 1.939 2.628
H 0.837 3.036 4.776
H -0.658 2.206 5.352
H -0.679 3.885 4.889
H -1.653 2.088 3.292
H -0.987 0.129 3.460
H -0.287 -0.388 1.945
H 1.172 -0.185 4.487
H 1.784 -0.740 3.031
H 0.449 0.887 0.461
H -1.130 1.647 0.786
H 2.133 3.947 -0.060
H 2.312 2.191 0.055
H 1.728 4.077 2.425
H 3.232 3.219 2.040
H 1.976 1.893 3.604
H 2.186 1.170 2.172
O -4.619 -0.044 1.850
C -4.812 0.666 0.907
O -4.192 0.495 -0.289
C -4.538 1.580 -1.176
C -5.851 2.137 -0.642
C -5.709 1.887 0.856
H -3.731 2.317 -1.146
H -4.626 1.201 -2.190
H -6.012 3.179 -0.907
H -6.685 1.556 -1.037
H -5.200 2.709 1.361
H -6.656 1.683 1.346
O 2.834 -0.467 1.046
C 2.628 -1.566 0.570
O 1.922 -1.722 -0.540
C 1.738 -3.138 -0.830
C 2.872 -3.826 -0.083
C 3.067 -2.903 1.120
H 0.756 -3.435 -0.464
H 1.774 -3.299 -1.900
H 2.646 -4.857 0.177
H 3.774 -3.823 -0.697
H 2.411 -3.165 1.953
H 4.096 -2.856 1.466
O 0.389 -4.040 -3.459
C 0.836 -3.558 -4.461
O 2.111 -3.112 -4.534
C 2.348 -2.489 -5.813
C 1.289 -3.071 -6.740
C 0.128 -3.314 -5.777
H 2.246 -1.409 -5.691
H 3.364 -2.712 -6.127
H 1.049 -2.419 -7.576
H 1.635 -4.023 -7.144
H -0.509 -2.435 -5.666
H -0.480 -4.173 -6.046

## Properties
spin multiplicity	1
relative energy (zero: lowest compared OMol25 entry of this formula, charge and spin)	0.0	kJ/mol
LUMO	-2.304	eV
M	421.49	g mol⁻¹
max |F|	1.636	eV Å⁻¹
charge	+1
gap between HOMO and LUMO	9.935	eV